{
  "formula": "C3H6OS2",
  "method": "ωB97M-V with the def2-TZVPD basis set",
  "e_above_lowest_kcal_mol": 114.0,
  "e_tot_ev": -26921.4979,
  "orbital_gap_ev": [7.51, 7.83],
  "multiplicity": 1,
  "elements": ["S", "S", "O", "C", "C", "C", "H", "H", "H", "H", "H", "H"],
  "xyz": [[0.30, 3.28, 1.08], [-2.17, -0.55, -1.12], [-0.31, 0.73, 0.13], [0.42, 1.54, 0.86], [-0.61, -0.38, -0.63], [0.42, -1.48, -0.76], [-2.05, 0.03, -2.45], [-1.01, 3.56, 1.59], [0.84, -1.45, -1.69], [-0.05, -2.35, -0.59], [1.24, -1.36, -0.08], [1.36, 1.13, 1.18]]
}